Entry from the OMol25 dataset: a molecular structure, C4H8N2O2 at a distorted geometry (wB97M-V/def2-TZVPD).

Results
Lowest unoccupied orbital energy, Ha: 0.0031
Relative energy (zero: lowest compared OMol25 entry of this formula, charge and spin), kcal/mol: 127.4
Total energy, eV: -11348.5873
HOMO-LUMO gap, Eh: 0.3581
F_max, eV/A: 5.13

ORCA input file:
```
! RIJCOSX wB97M-V def2-TZVPD def2/J DEFGRID3
* xyz 0 1
N 1.910 -0.184 0.663
C 0.522 0.049 1.000
C -0.382 -0.239 -0.222
C -1.727 0.450 -0.078
O -1.264 1.413 -0.978
C -0.629 -1.712 -0.324
N -0.824 -2.850 -0.375
H 2.301 0.598 0.147
H 2.487 -0.340 1.483
H 0.193 -0.545 1.865
H 0.366 1.103 1.274
H -2.564 -0.117 -0.498
H -1.868 0.836 0.942
O 0.507 0.112 -1.719
H -0.433 1.223 -1.823
H 1.405 0.205 -1.358
*
```